Computed, not measured: a molecular structure, C2H4CrO2 in a non-equilibrium geometry, with ωB97M-V/def2-TZVPD.

CARTESIAN COORDINATES (ANGSTROEM)
Cr (-1.5535, -0.8600, -2.8974)
O (-0.5914, 0.1149, -0.5763)
O (-0.1615, -0.1907, -1.8883)
C (0.1375, -0.5309, 0.3902)
C (0.4778, 0.4702, 1.2848)
H (0.8255, -1.2570, -0.0441)
H (-0.3447, 1.2124, -0.0113)
H (1.4856, 0.3521, 1.6932)
H (-0.2754, 0.6889, 2.0493)

**Calculated total energy**: -34626.4765 eV
**Spin multiplicity**: 5
**ΔE to the lowest compared entry with this formula, charge and spin**: 32.8 kcal/mol
**Charge**: +2
**LUMO (alpha / beta)**: -0.447 / -0.413 Eh
**Expectation value of S²**: 6.049

Taken from the Mulliken analysis, the atomic charges in e are: 1.61 -0.02 -0.59 0.34 -0.95 0.34 0.57 0.30 0.41

***

Computed, not measured: a single C2H4F2OS molecule in a non-equilibrium geometry, with ωB97M-V/def2-TZVPD.

CARTESIAN COORDINATES (ANGSTROEM)
S (1.1136, -0.9655, 0.4756)
F (0.1062, 0.5388, -1.3663)
F (0.4480, 1.6348, 0.5926)
O (2.5182, -0.5673, -0.3054)
C (0.0261, 0.3950, 0.0495)
C (-1.5005, 0.0699, 0.4165)
H (-2.0748, 0.8910, -0.0012)
H (-1.7213, -0.7632, -0.1446)
H (-1.6948, -0.2102, 1.4543)
H (2.7793, -1.0234, -1.1710)

**Calculated total energy**: -20455.5119 eV
**ΔE to the lowest compared entry with this formula, charge and spin**: 8.8 kcal/mol
**SMILES**: CC(F)(F)SO
**Charge**: 0
**LUMO**: 0.011 Eh

Taken from the Mulliken analysis, the atomic charges in e are: 0.07 -0.28 -0.26 -0.48 0.75 -1.22 0.31 0.41 0.35 0.35

***

Computed, not measured: 2 unconnected molecules or ions with the total composition C2H4F2OS in a non-equilibrium geometry, with ωB97M-V/def2-TZVPD.

CARTESIAN COORDINATES (ANGSTROEM)
S (1.6262, -0.3472, 0.0677)
F (-1.3133, 0.0676, 2.1546)
F (-0.1910, 1.9723, 2.1024)
O (2.5083, 0.7283, -0.2809)
C (-0.1066, 0.6331, 2.3179)
C (0.0882, -0.2352, -1.0951)
H (-0.5928, 0.4519, -0.6085)
H (-0.2378, -1.3681, -1.2311)
H (0.4171, 0.4429, 3.3834)
H (0.4277, 0.2199, -1.9451)

**Calculated total energy**: -20452.6797 eV
**ΔE to the lowest compared entry with this formula, charge and spin**: 74.1 kcal/mol
**Charge**: 0
**LUMO (alpha / beta)**: -0.007 / -0.021 Eh

Taken from the Mulliken analysis, the atomic charges in e are: 0.37 -0.17 -0.18 -0.42 0.11 -0.80 0.27 0.27 0.22 0.34

***

Question: Which value of calculated total energy does entry 3 give?
Answer: -20452.6797 eV